# C3H7N3S

C3H7N3S in the gas phase (ωB97M-V/def2-TZVPD, the OMol25 dataset).

XYZ file:
```
14
Properties=species:S:1:pos:R:3:forces:R:3
C -1.074324 -0.282981 0.103866 0.02 1.67 0.26
C -0.575282 1.075665 -0.295407 1.00 1.87 0.31
C 0.011542 -0.981211 0.854438 -0.25 -2.49 1.87
N -2.258495 -0.551590 -0.185095 -1.15 -0.71 -0.48
N 1.841294 -0.642259 -1.140888 -1.58 -0.41 0.88
N 0.680369 1.272635 0.392500 1.47 -1.32 2.03
S 1.621302 -0.237140 0.359504 -0.69 0.68 -1.69
H -0.283986 1.126743 -1.310407 -0.66 -0.45 -1.70
H -1.151401 1.997812 -0.075588 -0.49 -1.07 -0.03
H 0.060833 -0.702188 1.980120 -0.60 -0.33 -1.80
H -0.217445 -2.132058 0.808403 1.31 2.07 -0.11
H -2.667445 -1.471065 0.003528 0.71 0.12 0.34
H 2.731336 -0.480801 -1.559595 0.90 0.14 0.43
H 1.281699 2.008437 0.064616 -0.01 0.24 -0.30
```
Forces are in eV/Å.

Summary:
E_tot (Eh): -680.8617
Energy relative to the best compared isomer or geometry (same formula, charge and spin) (eV): 3.2800
LUMO level (eV): 0.7
E_HOMO (eV): -8.72
Gap between HOMO and LUMO (eV): 9.4

Results of the Löwdin charge analysis, in e, for atoms 1 through 2: -0.45, -0.24

# C52H48N8O18S

9 unconnected molecules or ions with the total composition C52H48N8O18S (ωB97M-V/def2-TZVPD, the OMol25 dataset).

XYZ file:
```
127
Properties=species:S:1:pos:R:3:forces:R:3
O 4.430741 1.041115 -2.288499 0.04 0.06 -0.03
N 3.781994 0.331376 -1.548896 0.05 -0.05 -0.02
O 2.751422 0.666083 -0.996303 -0.10 -0.09 0.10
C 4.275311 -1.028578 -1.311371 0.64 -0.24 0.41
C 3.384329 -2.046669 -1.041592 -0.38 0.45 -0.68
C 3.846982 -3.345939 -0.956083 -0.25 -0.02 0.41
C 5.204451 -3.615418 -1.016077 0.32 0.05 0.09
C 6.101493 -2.558677 -1.124829 0.09 0.48 -0.73
C 5.644355 -1.265120 -1.332137 -0.34 0.10 -0.26
H 2.325726 -1.827382 -1.089728 -0.03 -0.05 0.35
H 3.096814 -4.106750 -0.789153 0.17 -0.21 -0.23
H 5.583705 -4.629792 -1.022786 -0.10 -0.03 0.25
H 7.174390 -2.672768 -1.214863 -0.07 -0.48 0.20
H 6.329310 -0.474739 -1.605531 -0.02 0.08 0.24
O -2.701771 2.349867 -6.391464 0.01 0.01 0.15
N -2.386888 2.037696 -5.256459 -0.06 0.26 -0.39
O -3.133323 1.532909 -4.448660 -0.23 -0.16 0.24
C -1.002690 2.284492 -4.846201 0.12 -0.33 -0.36
C -0.212852 3.123264 -5.618180 -0.10 0.35 -0.31
C 1.112905 3.277862 -5.286829 0.18 0.15 0.88
C 1.626507 2.606604 -4.175275 0.34 0.00 -0.47
C 0.811494 1.814402 -3.392322 0.04 -0.33 0.06
C -0.512153 1.602502 -3.756272 0.13 0.51 0.72
H -0.614149 3.684912 -6.449693 -0.25 -0.19 0.02
H 1.735919 4.023397 -5.760588 -0.01 -0.21 -0.41
H 2.692372 2.672733 -3.990567 -0.10 0.15 0.38
H 1.194476 1.338008 -2.498384 0.04 -0.02 -0.14
H -1.136748 0.995650 -3.116670 -0.16 -0.11 -0.28
O 4.636928 -7.315874 0.174474 0.17 0.00 -0.11
N 3.934486 -6.488473 0.717176 0.02 -0.13 0.03
O 4.295102 -5.731548 1.597081 -0.03 -0.08 -0.09
C 2.544204 -6.390109 0.269439 -1.06 0.01 0.59
C 1.620082 -5.785290 1.117943 0.41 0.63 -0.41
C 0.349595 -5.550597 0.629081 -1.12 -0.13 -0.11
C -0.058858 -5.998113 -0.625212 1.05 -0.40 -0.22
C 0.823695 -6.802512 -1.355338 -0.39 0.63 0.08
C 2.126090 -6.955603 -0.920992 0.55 -0.71 -0.15
H 1.921747 -5.380284 2.072527 0.07 -0.15 0.06
H -0.421903 -5.071177 1.225632 0.40 0.20 0.20
H -0.999252 -5.698914 -1.064969 -0.23 -0.22 0.25
H 0.505662 -7.271995 -2.276450 0.06 0.10 -0.06
H 2.814106 -7.576520 -1.482529 0.07 0.20 -0.01
O -3.545417 1.866247 -0.501302 0.05 0.19 -0.01
N -2.384211 1.773522 -0.155710 0.14 0.32 0.05
O -1.682380 2.703493 0.212809 -0.39 -0.16 -0.18
C -1.782216 0.449209 -0.161056 0.67 -0.80 0.52
C -0.516930 0.281014 0.382844 -0.16 0.38 0.04
C 0.045042 -0.982776 0.418765 0.03 0.33 -0.08
C -0.632086 -2.068322 -0.116669 -0.31 -0.31 0.44
C -1.951025 -1.918268 -0.547674 0.61 0.29 -0.24
C -2.499899 -0.650294 -0.591023 -0.67 0.30 -0.80
H 0.014952 1.138178 0.772331 -0.05 -0.06 0.01
H 1.017157 -1.053965 0.885560 0.10 -0.31 -0.18
H -0.148621 -3.038403 -0.149404 -0.08 0.06 0.03
H -2.543867 -2.746432 -0.909812 0.15 -0.10 -0.09
H -3.448023 -0.479059 -1.089980 -0.11 -0.09 0.38
O -2.749200 8.476610 0.476165 0.09 -0.02 0.20
N -3.111071 7.323115 0.384503 -0.38 0.12 0.04
O -3.466337 6.617650 1.310044 0.18 0.15 0.18
C -3.186717 6.743571 -0.954107 0.26 0.35 -0.20
C -2.945367 7.554971 -2.050435 0.05 0.07 -0.23
C -3.018645 6.994147 -3.309505 0.45 -0.18 -0.29
C -3.311792 5.648053 -3.464858 -0.35 -0.34 0.23
C -3.551113 4.858900 -2.344185 0.63 -0.13 -0.19
C -3.450666 5.401986 -1.074813 -0.54 -0.41 -0.09
H -2.678417 8.597533 -1.977149 -0.05 0.00 0.41
H -2.715194 7.584996 -4.164318 -0.31 0.07 -0.05
H -3.381646 5.190676 -4.443946 0.12 0.11 -0.06
H -3.674363 3.787826 -2.439261 -0.30 0.02 -0.07
H -3.633890 4.781385 -0.210655 0.15 0.08 0.07
O 1.166424 -3.299299 -2.733209 0.15 -0.41 -0.03
N 1.067618 -2.270550 -3.376272 -0.37 -0.27 0.45
O 0.424413 -1.319873 -2.988806 0.00 0.47 -0.23
C 1.741190 -2.204272 -4.663103 0.47 0.71 -0.15
C 1.526642 -1.111850 -5.482138 -0.76 0.31 -0.05
C 2.117053 -1.059190 -6.731620 -0.32 -0.50 0.24
C 2.987843 -2.074964 -7.080761 -0.19 0.24 -0.63
C 3.246388 -3.131839 -6.223922 0.59 0.09 -0.69
C 2.638732 -3.193881 -4.995355 -0.09 -0.58 0.50
H 0.832396 -0.338429 -5.189874 -0.07 -0.02 0.15
H 1.769243 -0.334656 -7.453300 0.37 0.29 0.08
H 3.418083 -2.050475 -8.074778 0.14 -0.15 0.08
H 3.934442 -3.880267 -6.593025 0.00 -0.20 0.39
H 2.818587 -3.982093 -4.276121 0.03 -0.09 -0.18
O 2.302645 -2.021099 6.854300 0.03 -0.16 0.10
N 1.603813 -1.035293 6.747226 -0.33 0.01 0.03
O 0.890574 -0.584588 7.621574 0.08 -0.06 -0.01
C 1.622090 -0.340518 5.457834 0.86 0.55 -0.23
C 2.361175 -0.869005 4.419196 -0.05 -0.68 -1.38
C 2.457323 -0.170919 3.216653 -0.38 0.49 0.62
C 1.869941 1.089146 3.110635 -0.40 -0.46 -0.61
C 1.136024 1.625131 4.160332 0.60 -0.16 -0.08
C 1.073773 0.923974 5.352518 -0.70 0.14 0.50
H 2.769160 -1.870741 4.378607 0.03 0.04 0.75
H 2.954968 -0.622365 2.369763 0.14 0.04 0.02
H 1.880719 1.582922 2.142816 0.20 0.18 0.18
H 0.685640 2.600572 4.059657 -0.03 0.08 0.16
H 0.559550 1.333287 6.213858 0.01 -0.02 -0.09
O -1.847108 -0.224446 5.518240 -0.19 0.11 0.17
N -2.177642 -0.486709 4.382487 0.50 0.07 -0.32
O -2.131816 0.296699 3.448804 -0.12 0.04 0.10
C -2.599034 -1.855573 4.095310 -0.46 -0.82 -0.17
C -2.677703 -2.294802 2.787041 0.55 0.67 -0.24
C -3.072010 -3.590304 2.499001 0.32 0.03 0.16
C -3.346368 -4.456471 3.542762 -0.17 0.06 0.47
C -3.306083 -3.999996 4.867592 -0.19 -0.40 -0.74
C -2.932030 -2.701311 5.137979 0.14 0.34 0.66
H -2.312155 -1.626759 2.018861 -0.34 0.00 -0.10
H -3.104740 -3.913738 1.467197 -0.01 -0.06 0.01
H -3.588187 -5.495414 3.357159 -0.12 0.06 -0.08
H -3.612494 -4.683562 5.646652 0.20 0.11 0.18
H -2.864528 -2.326962 6.151990 -0.07 -0.07 -0.03
O -1.815454 6.348500 4.726491 0.27 0.05 -0.11
S -1.229426 5.048316 4.516048 -0.93 -0.36 0.35
O 0.186823 4.827106 4.690737 0.13 0.26 -0.16
C -2.137768 3.866974 5.517279 0.38 0.23 -0.66
C -3.431565 3.584856 4.759005 0.18 -0.61 0.31
C -3.153845 3.690912 3.245158 -0.13 -0.05 -0.91
C -1.811164 4.342370 2.974960 1.27 0.18 0.00
H -2.225772 4.303824 6.506609 -0.05 -0.23 0.14
H -1.515033 2.971364 5.476680 0.04 0.02 0.44
H -3.641897 2.533844 4.962517 -0.43 0.11 0.11
H -4.260646 4.181668 5.125584 0.00 0.20 -0.20
H -3.909592 4.204649 2.651804 -0.22 0.22 0.47
H -3.122929 2.692600 2.806320 0.05 -0.06 0.17
H -1.764303 5.109887 2.207423 -0.34 0.12 0.05
H -1.015824 3.634013 2.729986 -0.21 -0.19 -0.03
```
Forces are in eV/Å.

Summary:
E_tot (Eh): -4200.1420
LUMO level (eV): -1.2
E_HOMO (eV): -9.74
Gap between HOMO and LUMO (eV): 8.5

Results of the Löwdin charge analysis, in e, for atoms 1 through 2: 0.09, -0.34

# C4H12

2 unconnected molecules or ions with the total composition C4H12 (ωB97M-V/def2-TZVPD, the OMol25 dataset).

XYZ file:
```
16
Properties=species:S:1:pos:R:3:forces:R:3
C -1.714661 0.801714 0.388909 -1.54 -2.69 -0.69
C -2.240797 -0.122925 -0.772200 1.03 0.97 0.39
H -2.626083 0.909138 0.977867 0.16 1.73 -0.05
H -1.161670 0.152488 1.059559 0.65 0.32 -0.13
H -1.143331 1.575361 -0.101166 -0.18 0.72 0.87
H -1.386488 -0.673964 -1.162595 -0.30 -0.46 -0.07
H -2.580682 0.510867 -1.591269 -0.37 -0.14 0.03
H -3.042348 -0.746043 -0.389373 0.06 -0.31 -0.33
C 1.196694 -0.289664 0.130345 0.98 0.47 0.36
C 2.724663 -0.404484 0.213567 0.59 1.46 0.54
H 0.877128 0.708274 -0.166929 0.24 -0.10 -0.65
H 0.831077 -1.051035 -0.547643 -0.61 0.02 0.21
H 0.793883 -0.289005 1.140426 -0.21 -0.96 -0.07
H 3.175208 -1.349355 -0.073436 -0.23 -0.13 0.02
H 3.061257 -0.132159 1.219642 -0.09 -0.57 0.16
H 3.236150 0.400793 -0.325704 -0.19 -0.32 -0.60
```
Forces are in eV/Å.

Summary:
E_tot (Eh): -159.5536
Energy relative to the best compared isomer or geometry (same formula, charge and spin) (eV): 0.8536
LUMO level (eV): 1.1
E_HOMO (eV): -11.24
Gap between HOMO and LUMO (eV): 12.4

Results of the Löwdin charge analysis, in e, for atoms 1 through 2: -0.16, -0.15

# C25H35F5O6P2PdS

A molecular structure, C25H35F5O6P2PdS (ωB97M-V/def2-TZVPD, the OMol25 dataset).

XYZ file:
```
75
Properties=species:S:1:pos:R:3:forces:R:3
Pd 1.165993 1.643678 -1.197081 -0.01 -0.36 -0.24
F 7.490790 4.538453 -0.925662 -0.06 -0.01 -0.01
C 6.184773 4.333196 -1.117519 -0.01 0.00 -0.01
C 5.724971 3.090043 -1.516438 0.03 0.03 0.01
F 6.598349 2.094777 -1.710274 -0.03 0.03 0.01
C 4.373428 2.881383 -1.721440 -0.07 0.06 0.05
F 4.009229 1.649962 -2.114792 0.00 0.20 0.04
C 3.427505 3.890462 -1.519714 0.09 -0.13 0.02
S 1.694275 3.706748 -1.758638 0.11 0.36 -0.05
C 3.928162 5.130221 -1.123027 0.04 -0.05 0.00
F 3.093754 6.152967 -0.912594 0.02 -0.03 0.00
C 5.277928 5.360173 -0.924459 0.02 -0.04 -0.02
F 5.710237 6.564892 -0.540331 0.00 -0.04 -0.01
C -4.413022 0.190510 1.812156 0.00 -0.01 0.11
C -3.483917 1.385566 1.905724 0.01 0.02 -0.07
C -2.501674 1.302348 3.058076 -0.03 -0.05 0.00
O -2.760178 1.645002 0.675187 -0.01 0.02 -0.10
P -2.111995 0.715147 -0.417483 0.03 -0.12 0.17
O -1.500880 1.496301 -1.494401 -0.05 0.12 -0.09
C -0.965269 -0.375298 0.470777 -0.21 -0.09 0.18
P 0.066941 -1.375638 -0.594374 0.23 -0.09 0.23
O 0.718695 -0.617189 -1.682658 0.09 0.19 0.17
O -0.805772 -2.550103 -1.192708 0.00 -0.01 -0.07
C -1.377486 -3.605661 -0.368649 -0.02 -0.01 -0.01
C -2.884698 -3.462899 -0.380329 -0.02 -0.03 0.09
C -0.915119 -4.931730 -0.939209 0.01 0.04 0.01
O 1.056175 -2.041964 0.457570 -0.12 0.07 -0.21
C 2.074542 -2.978412 -0.036841 -0.08 0.05 0.03
C 3.371811 -2.240250 -0.285427 -0.05 -0.01 0.01
C 2.190025 -4.062350 1.010021 0.02 -0.04 -0.03
O -3.223793 -0.310538 -0.901367 0.06 0.09 0.04
C -3.861766 -0.135335 -2.208557 0.05 0.03 0.03
C -3.028545 -0.838193 -3.258089 -0.03 0.02 -0.03
C -5.261799 -0.689122 -2.068285 0.01 0.02 -0.05
H -4.985672 0.128388 2.738554 -0.03 0.02 -0.01
H -3.870366 -0.749214 1.702269 0.06 0.00 -0.03
H -5.106504 0.284088 0.978613 0.02 0.01 0.01
H -4.088600 2.288098 2.010670 0.02 -0.03 0.06
H -1.891176 0.400590 2.999365 0.00 -0.03 -0.01
H -3.043953 1.271970 4.003988 -0.01 0.03 0.00
H -1.836276 2.163862 3.059130 0.01 0.02 -0.01
H -1.534685 -1.034570 1.131092 -0.01 -0.02 0.03
H -0.303968 0.233887 1.094230 0.00 0.07 -0.06
H -0.991953 -3.484077 0.648219 -0.02 -0.03 0.00
H -3.263637 -3.572932 -1.396848 0.00 -0.01 -0.02
H -3.200146 -2.489334 -0.007088 0.03 -0.06 -0.02
H -3.332267 -4.241338 0.239009 0.01 -0.02 0.00
H -1.273844 -5.041999 -1.962663 -0.01 0.01 -0.02
H -1.308625 -5.755808 -0.343134 -0.02 0.01 0.01
H 0.171661 -5.002065 -0.944768 -0.01 -0.02 -0.01
H 1.699568 -3.396588 -0.975902 0.07 0.00 0.00
H 3.759344 -1.835700 0.649137 0.00 0.05 0.04
H 3.225360 -1.430965 -0.998386 0.00 0.04 -0.01
H 4.114100 -2.929468 -0.690857 -0.02 -0.01 -0.01
H 2.516338 -3.634297 1.957736 0.00 0.02 0.02
H 2.923683 -4.805506 0.696714 0.01 -0.01 0.00
H 1.234148 -4.563430 1.164680 0.01 0.00 0.01
H -3.887601 0.936310 -2.414980 -0.04 -0.03 -0.03
H -2.971462 -1.906717 -3.050069 0.01 -0.01 0.02
H -2.020072 -0.428392 -3.282944 0.02 0.00 0.01
H -3.481408 -0.701532 -4.240958 -0.02 0.02 -0.01
H -5.225903 -1.741405 -1.783357 0.00 -0.02 0.01
H -5.789405 -0.610938 -3.018903 0.00 0.02 -0.01
H -5.826262 -0.139816 -1.315604 -0.01 -0.01 0.00
C 2.031025 2.274381 3.417085 0.01 0.03 0.06
C 1.150657 3.132983 2.777769 -0.09 0.10 0.02
C 0.937396 3.045541 1.407884 0.01 -0.19 -0.25
C 1.605436 2.074448 0.654980 -0.01 -0.16 0.22
C 2.512242 1.230686 1.303532 -0.09 0.14 -0.23
C 2.714418 1.326408 2.674184 0.10 -0.08 0.02
H 2.199862 2.359625 4.482672 -0.01 -0.01 0.01
H 0.629478 3.892617 3.348754 -0.01 0.01 -0.01
H 0.254682 3.726560 0.918256 -0.01 0.01 0.01
H 3.071726 0.504810 0.728877 0.02 -0.08 -0.02
H 3.420962 0.663691 3.159899 0.00 -0.01 -0.01
```
Forces are in eV/Å.

Summary:
E_tot (Eh): -3133.3446
Energy relative to the best compared isomer or geometry (same formula, charge and spin) (eV): 0.0000
LUMO level (eV): 0.3
E_HOMO (eV): -7.39
Gap between HOMO and LUMO (eV): 7.7

Results of the Löwdin charge analysis, in e, for atoms 1 through 2: 0.59, 0.12